Molecular formula: C48H38O2P2PdS2
Method: DFT, wB97M-V/def2-TZVPD

Relative energy (zero: lowest compared OMol25 entry of this formula, charge and spin) (eV): 0.241
Gap between HOMO and LUMO (alpha / beta) (eV): 7.88 / 6.05
Lowest unoccupied orbital energy (alpha / beta) (eV): -5.20 / -7.36
Electronic energy (Eh): -3608.8409
Expectation value of S²: 2.01

ORCA input file:
```
! wB97M-V def2-TZVPD RIJCOSX def2/J DEFGRID3
* xyz 2 3
Pd 0.20 0.46 0.08
O -0.32 0.71 3.48
S 0.05 -0.23 2.41
C 1.55 -1.04 2.85
C 1.75 -1.35 4.19
C 2.98 -1.86 4.58
C 3.99 -2.02 3.64
C 3.79 -1.67 2.31
C 2.56 -1.18 1.89
P 2.22 -0.79 0.14
C 3.82 -0.47 -0.60
C 4.44 -1.39 -1.45
C 5.68 -1.08 -1.99
C 6.30 0.12 -1.68
C 5.68 1.04 -0.83
C 4.44 0.75 -0.30
C 1.52 -2.34 -0.49
C 0.65 -2.24 -1.58
C 0.00 -3.37 -2.06
C 0.21 -4.60 -1.45
C 1.08 -4.70 -0.37
C 1.73 -3.58 0.12
C -1.24 -1.43 2.21
C -1.26 -2.62 2.92
C -2.36 -3.45 2.78
C -3.42 -3.09 1.96
C -3.38 -1.89 1.25
C -2.29 -1.04 1.36
P -2.15 0.48 0.35
C -2.84 1.86 1.29
C -3.34 1.72 2.58
C -3.82 2.84 3.25
C -3.79 4.08 2.64
C -3.29 4.22 1.35
C -2.80 3.11 0.68
C -3.24 0.23 -1.07
C -4.53 0.75 -1.11
C -5.33 0.51 -2.21
C -4.85 -0.25 -3.27
C -3.57 -0.77 -3.23
C -2.76 -0.53 -2.14
H 0.97 -1.17 4.92
H 3.16 -2.12 5.61
H 4.96 -2.40 3.94
H 4.59 -1.77 1.59
H 3.96 -2.33 -1.68
H 6.17 -1.79 -2.65
H 7.26 0.35 -2.10
H 6.16 1.98 -0.61
H 3.94 1.46 0.35
H 0.51 -1.29 -2.07
H -0.67 -3.30 -2.91
H -0.29 -5.48 -1.82
H 1.25 -5.66 0.10
H 2.40 -3.66 0.97
H -0.43 -2.90 3.55
H -2.40 -4.39 3.32
H -4.27 -3.74 1.86
H -4.20 -1.63 0.59
H -3.36 0.75 3.06
H -4.22 2.73 4.25
H -4.17 4.95 3.17
H -3.26 5.19 0.88
H -2.40 3.22 -0.32
H -4.91 1.34 -0.28
H -6.34 0.91 -2.24
H -5.48 -0.43 -4.13
H -3.20 -1.36 -4.06
H -1.75 -0.93 -2.10
O 0.83 2.46 0.54
S 0.42 3.28 1.78
C 0.16 4.92 1.14
C -0.11 5.92 2.06
C -0.35 7.20 1.60
C -0.31 7.46 0.23
C -0.04 6.44 -0.67
C 0.20 5.15 -0.22
C 1.94 3.51 2.66
C 3.03 4.10 2.03
C 4.21 4.25 2.75
C 4.27 3.82 4.07
C 3.18 3.24 4.69
C 1.99 3.07 3.97
H -0.14 5.70 3.13
H -0.56 8.00 2.30
H -0.50 8.46 -0.13
H -0.02 6.65 -1.73
H 0.41 4.34 -0.91
H 2.96 4.45 1.01
H 5.07 4.72 2.29
H 5.19 3.95 4.63
H 3.24 2.91 5.72
H 1.13 2.61 4.43
*
```

Here are the Mulliken charges for atoms 1 to 4, given in e:
1. Pd -0.391
2. O -0.537
3. S 1.876
4. C -0.301

---

Molecular formula: C36H33IN3O6SSeTb
Method: DFT, wB97M-V/def2-TZVPD

Relative energy (zero: lowest compared OMol25 entry of this formula, charge and spin) (eV): 0.000
Gap between HOMO and LUMO (alpha / beta) (eV): 6.50 / 6.61
Lowest unoccupied orbital energy (alpha / beta) (eV): 3.82 / 3.82
Electronic energy (Eh): -5929.0233
Expectation value of S²: 12.61

ORCA input file:
```
! wB97M-V def2-TZVPD RIJCOSX def2/J DEFGRID3
* xyz -2 7
Tb -0.18 0.01 0.17
C 1.68 3.56 1.17
N 0.64 3.17 0.24
C 0.88 3.73 -1.08
C -0.64 3.65 0.75
C -1.83 3.16 -0.04
C -2.90 4.02 -0.23
C -4.07 3.57 -0.82
C -4.14 2.25 -1.23
C -3.04 1.42 -1.07
C -1.83 1.82 -0.48
H 1.67 4.65 1.38
H 2.66 3.30 0.78
H 1.54 3.02 2.11
H 0.87 4.83 -1.06
H 0.10 3.38 -1.75
H 1.84 3.39 -1.46
H -0.64 4.76 0.79
H -0.75 3.27 1.77
H -2.84 5.05 0.12
H -4.92 4.24 -0.94
H -5.05 1.88 -1.68
H -3.14 0.39 -1.42
C 4.67 0.38 -0.03
C 5.17 -0.89 0.24
C 4.28 -1.94 0.32
C 2.90 -1.73 0.19
C 2.35 -0.45 -0.11
C 3.32 0.56 -0.25
C 1.98 -2.87 0.30
C 2.38 -4.09 0.92
C 1.55 -5.18 0.88
C 0.29 -5.07 0.25
C -0.60 -6.15 0.10
C -1.82 -5.96 -0.48
C -2.19 -4.69 -0.97
C -1.33 -3.63 -0.87
C -0.07 -3.79 -0.26
N 0.77 -2.74 -0.22
H 5.37 1.21 -0.08
H 6.23 -1.06 0.36
H 4.69 -2.94 0.44
H 2.98 1.55 -0.55
H 3.33 -4.17 1.43
H 1.84 -6.12 1.33
H -0.31 -7.12 0.46
H -2.51 -6.79 -0.58
H -3.16 -4.57 -1.43
H -1.59 -2.65 -1.24
O -1.96 0.79 2.25
Se -1.96 -0.78 2.44
O -3.28 -1.33 3.11
O -1.61 -1.53 1.07
O -0.75 -1.23 3.62
N 1.54 -1.25 4.03
C 0.47 -0.41 3.49
O 0.67 -0.02 2.27
C 0.27 0.81 4.39
I -0.17 0.32 6.42
H 2.00 -1.69 3.24
H 1.09 -1.99 4.57
H -0.59 1.37 4.02
H 1.16 1.42 4.40
C -6.96 -2.18 -3.50
C -7.53 -2.43 -4.87
O -8.63 -2.86 -5.10
S -6.46 -2.02 -6.24
C -4.91 -1.65 -5.43
C -4.59 -0.33 -5.10
C -3.44 -0.07 -4.38
C -2.59 -1.12 -3.97
C -2.91 -2.43 -4.38
C -4.05 -2.69 -5.10
C -1.53 -0.86 -3.09
C -0.69 -0.62 -2.22
H -6.62 -1.15 -3.42
H -6.10 -2.82 -3.32
H -7.73 -2.37 -2.76
H -5.26 0.46 -5.40
H -3.20 0.93 -4.09
H -2.25 -3.23 -4.09
H -4.30 -3.70 -5.40
*
```

Here are the Mulliken charges for atoms 1 to 4, given in e:
1. Tb 0.098
2. C -1.069
3. N 0.829
4. C -1.051

---

Molecular formula: CCl4OS
Method: DFT, wB97M-V/def2-TZVPD

Relative energy (zero: lowest compared OMol25 entry of this formula, charge and spin) (eV): 4.140
Gap between HOMO and LUMO (eV): 8.36
Lowest unoccupied orbital energy (eV): -1.97
Electronic energy (Eh): -2352.1353

ORCA input file:
```
! wB97M-V def2-TZVPD RIJCOSX def2/J DEFGRID3
* xyz 0 1
C -0.96 -0.77 -0.59
O 1.33 -1.00 0.88
S 0.35 -0.08 0.45
Cl -2.03 0.35 -1.10
Cl 0.92 -0.58 -2.05
Cl 1.19 1.79 0.27
Cl -0.79 0.29 2.13
*
```

Here are the Mulliken charges for atoms 1 to 4, given in e:
1. C 0.100
2. O -0.352
3. S 0.737
4. Cl 0.046

---

Molecular formula: C55H41AuO3P2S
Method: DFT, wB97M-V/def2-TZVPD

Relative energy (zero: lowest compared OMol25 entry of this formula, charge and spin) (eV): 1.064
Gap between HOMO and LUMO (alpha / beta) (eV): 7.20 / 4.62
Lowest unoccupied orbital energy (alpha / beta) (eV): -5.52 / -8.48
Electronic energy (Eh): -3562.2548
Expectation value of S²: 2.03

ORCA input file:
```
! wB97M-V def2-TZVPD RIJCOSX def2/J DEFGRID3
* xyz 2 3
Au -0.03 -0.32 -1.34
O 0.23 1.28 1.45
S -0.23 -0.13 1.42
C 0.70 -1.04 2.57
C 0.24 -1.27 3.85
C 1.06 -1.85 4.83
C 2.36 -2.11 4.50
C 3.48 -2.68 5.33
C 4.74 -2.51 4.46
C 4.23 -2.04 3.13
C 4.88 -1.75 1.96
C 4.11 -1.29 0.88
C 2.73 -1.08 0.90
P 2.17 -0.68 -0.81
C 2.58 -2.15 -1.80
C 2.34 -2.06 -3.17
C 2.56 -3.16 -3.98
C 3.01 -4.35 -3.43
C 3.23 -4.45 -2.06
C 3.01 -3.35 -1.24
C 3.21 0.70 -1.33
C 4.18 0.60 -2.32
C 4.89 1.74 -2.69
C 4.64 2.95 -2.08
C 3.68 3.05 -1.08
C 2.97 1.93 -0.70
C 2.05 -1.31 2.15
C 2.84 -1.81 3.20
C -1.93 -0.15 1.72
C -2.55 -1.29 2.25
C -3.91 -1.33 2.48
C -4.67 -0.20 2.15
C -6.14 0.02 2.24
C -6.36 1.44 1.67
C -5.01 1.86 1.19
C -4.60 2.97 0.47
C -3.28 3.01 0.04
C -2.32 2.03 0.34
P -0.79 2.19 -0.65
C -1.26 2.28 -2.40
C -2.54 2.09 -2.90
C -2.75 2.11 -4.27
C -1.69 2.30 -5.14
C -0.40 2.45 -4.65
C -0.18 2.44 -3.28
C -0.06 3.81 -0.27
C -0.21 4.84 -1.21
C 0.29 6.11 -0.95
C 0.95 6.37 0.24
C 1.09 5.36 1.18
C 0.59 4.09 0.93
C -2.68 0.97 1.20
C -4.05 0.90 1.54
H -0.76 -0.97 4.11
H 0.67 -2.03 5.82
H 3.27 -3.74 5.52
H 3.55 -2.19 6.30
H 5.32 -3.43 4.37
H 5.41 -1.76 4.88
H 5.95 -1.87 1.84
H 4.64 -1.09 -0.04
H 1.97 -1.14 -3.61
H 2.39 -3.08 -5.05
H 3.18 -5.21 -4.07
H 3.56 -5.38 -1.63
H 3.19 -3.44 -0.18
H 4.38 -0.34 -2.80
H 5.65 1.66 -3.47
H 5.20 3.83 -2.38
H 3.49 4.00 -0.59
H 2.23 2.00 0.09
H -1.94 -2.15 2.49
H -4.37 -2.22 2.90
H -6.50 -0.10 3.26
H -6.65 -0.74 1.64
H -6.74 2.13 2.42
H -7.07 1.44 0.84
H -5.29 3.75 0.19
H -2.97 3.84 -0.59
H -3.37 1.88 -2.23
H -3.76 1.97 -4.65
H -1.87 2.31 -6.21
H 0.43 2.58 -5.33
H 0.83 2.56 -2.91
H -0.72 4.67 -2.14
H 0.15 6.89 -1.69
H 1.34 7.36 0.44
H 1.59 5.56 2.12
H 0.71 3.34 1.69
O -4.15 -0.68 -0.81
C -3.05 -1.15 -1.06
O -2.09 -0.40 -1.53
C -2.80 -2.62 -0.76
C -1.55 -3.18 -0.52
C -1.42 -4.52 -0.21
C -2.55 -5.33 -0.15
C -3.80 -4.79 -0.39
C -3.93 -3.44 -0.69
H -0.65 -2.57 -0.58
H -0.44 -4.94 -0.02
H -2.45 -6.39 0.08
H -4.68 -5.42 -0.35
H -4.90 -3.00 -0.87
*
```

Here are the Mulliken charges for atoms 1 to 4, given in e:
1. Au 0.865
2. O -0.353
3. S 2.180
4. C -0.106